Entry 1:
Below is a 2-piece molecular cluster, C20H28IN2O3P2 overall at a distorted geometry, with properties calculated with ωB97M-V/def2-TZVPD.

Values from the calculation:
net charge: +1
HOMO level: -11.211 eV

The geometry in XYZ format:
```
56
C20H28IN2O3P2 (ωB97M-V/def2-TZVPD)
C 1.225 -1.794 4.439
N 1.847 -1.037 3.322
C 1.294 -1.389 1.999
C 1.918 0.391 3.565
O 3.020 0.879 3.707
C 0.685 1.367 3.724
C -0.306 1.383 2.511
C -1.720 1.057 2.780
C -2.289 0.748 4.207
C -2.510 -0.812 4.448
O -2.253 -1.240 5.526
I -3.296 -2.123 2.889
N -2.672 1.028 1.755
C -2.377 1.260 0.429
C -0.986 1.600 0.073
P -0.655 1.885 -1.742
C 0.459 0.469 -2.261
O -2.107 1.607 -2.594
C 0.111 1.707 1.081
P 1.870 2.154 0.818
C 2.448 3.485 2.046
C 2.320 2.847 -0.848
H 1.923 -2.640 4.717
H 1.117 -1.174 5.368
H 0.250 -2.219 4.067
H 1.541 -0.605 1.233
H 0.163 -1.515 2.024
H 1.774 -2.351 1.672
H 0.173 1.053 4.683
H 1.022 2.424 3.927
H -1.737 1.245 5.038
H -3.333 1.194 4.217
H -3.646 0.796 1.980
H -3.185 1.213 -0.343
H 1.103 0.215 -1.366
H -0.100 -0.462 -2.548
H 1.146 0.778 -3.095
H -2.256 0.638 -2.592
H 2.825 4.366 1.442
H 1.592 3.900 2.650
H 3.310 3.142 2.668
H 2.543 2.010 -1.562
H 1.513 3.525 -1.253
H 3.216 3.519 -0.702
C -1.637 -3.533 -6.797
C -1.686 -2.156 -6.616
C -0.633 -1.500 -5.989
C 0.474 -2.221 -5.553
C 0.524 -3.597 -5.738
C -0.533 -4.254 -6.357
H -2.460 -4.045 -7.283
H -2.545 -1.594 -6.962
H -0.673 -0.426 -5.842
H 1.298 -1.708 -5.069
H 1.387 -4.158 -5.400
H -0.497 -5.328 -6.496
```

---

Entry 2:
Below is C37H33AsF15HfN5O3S3 as an isolated structure at a distorted geometry, with properties calculated with ωB97M-V/def2-TZVPD.

Values from the calculation:
relative energy (zero: lowest compared OMol25 entry of this formula, charge and spin): 73.2 kJ/mol
HOMO level: -7.580 eV

The geometry in XYZ format:
```
98
C37H33AsF15HfN5O3S3 (ωB97M-V/def2-TZVPD)
Hf -0.139 0.085 -0.054
C 3.328 -0.310 -0.669
N 2.381 0.072 0.383
C 2.680 1.445 0.812
C 1.956 2.430 -0.092
N 0.522 2.146 -0.132
C -0.230 3.280 -0.014
C -0.170 4.126 1.116
F 0.562 3.709 2.170
C -0.844 5.330 1.197
F -0.743 6.098 2.288
C -1.640 5.749 0.134
F -2.282 6.923 0.187
C -1.744 4.937 -0.990
F -2.492 5.330 -2.035
C -1.036 3.750 -1.065
F -1.045 3.060 -2.220
C 2.516 -0.872 1.495
C 1.602 -0.520 2.672
N 0.330 0.020 2.200
C -0.595 0.278 3.125
C -0.578 0.025 4.531
F 0.504 -0.511 5.140
C -1.652 0.304 5.358
F -1.550 0.018 6.663
C -2.837 0.857 4.871
F -3.884 1.072 5.682
C -2.886 1.169 3.518
F -3.978 1.722 2.972
C -1.796 0.905 2.719
F -1.845 1.303 1.392
H 4.353 -0.315 -0.278
H 3.273 0.390 -1.499
H 3.087 -1.304 -1.048
H 3.761 1.637 0.794
H 2.314 1.607 1.824
H 2.345 2.364 -1.120
H 2.152 3.448 0.266
H 3.558 -0.906 1.852
H 2.248 -1.859 1.097
H 2.095 0.216 3.320
H 1.465 -1.423 3.276
O 0.660 -3.392 -5.574
S -0.282 -2.335 -5.326
O -1.673 -2.644 -5.510
N -0.038 -1.714 -3.808
C 0.347 -0.484 -3.875
S 0.790 0.468 -2.545
C 0.394 0.120 -5.219
C 0.586 1.454 -5.544
C 0.483 1.828 -6.874
C 0.222 0.886 -7.860
C 0.026 -0.452 -7.531
C 0.111 -0.810 -6.207
H 0.777 2.173 -4.764
H 0.597 2.868 -7.141
H 0.135 1.203 -8.890
H -0.193 -1.185 -8.290
C 2.670 -5.030 -1.781
As 1.235 -4.461 -0.585
C 1.951 -4.900 1.201
C -0.179 -5.772 -0.914
S 0.812 -2.462 -1.112
H 2.941 -6.073 -1.620
H 3.547 -4.399 -1.623
H 2.318 -4.888 -2.804
H 2.130 -5.973 1.230
H 1.250 -4.628 1.987
H 2.891 -4.367 1.349
H 0.282 -6.750 -1.054
H -0.713 -5.491 -1.823
H -0.878 -5.826 -0.082
F -0.087 -2.573 1.818
C -1.350 -2.640 1.298
C -1.764 -1.605 0.459
C -3.037 -1.874 -0.050
F -3.611 -1.025 -0.924
C -3.809 -3.003 0.234
F -5.014 -3.135 -0.332
C -3.329 -3.979 1.093
F -4.050 -5.068 1.388
C -2.059 -3.789 1.623
F -1.499 -4.725 2.416
C -2.807 0.348 -3.788
N -3.496 1.225 -2.870
C -4.696 1.843 -3.387
C -3.055 1.427 -1.630
C -3.915 2.307 -0.763
O -2.003 0.902 -1.206
H -3.511 -0.350 -4.238
H -2.057 -0.227 -3.256
H -2.323 0.928 -4.575
H -4.805 1.559 -4.432
H -4.637 2.931 -3.327
H -5.578 1.508 -2.836
H -4.001 3.299 -1.199
H -3.500 2.392 0.233
H -4.910 1.879 -0.692
```